No. 1
The following is a DFT calculation (ωB97M-V with the def2-TZVPD basis set) of a structure of composition C23H12IrN5O5.

Properties
**E_LUMO**: -0.0513 hartree
**Gap between HOMO and LUMO**: 6.74 eV
**E_tot**: -44572.959 eV
**HOMO**: -8.13 eV

CARTESIAN COORDINATES (ANGSTROEM)
Ir 0.431 0.376 -0.018
C 3.890 -1.469 1.699
C 3.512 -2.750 2.081
C 2.216 -3.137 1.853
C 1.306 -2.263 1.251
N 1.677 -1.018 0.881
C 2.955 -0.652 1.112
N 0.039 -2.788 1.084
C -0.953 -2.190 0.565
N -1.022 -0.890 0.045
C -2.325 -0.665 -0.422
N -2.807 0.377 -0.964
C -2.123 1.550 -1.216
C -2.894 2.546 -1.824
C -2.346 3.765 -2.133
C -1.009 3.978 -1.825
C -0.299 2.967 -1.227
N -0.823 1.762 -0.917
C -3.112 -1.885 -0.183
C -4.437 -2.173 -0.458
C -4.899 -3.433 -0.108
C -4.057 -4.369 0.498
C -2.730 -4.071 0.770
C -2.279 -2.812 0.417
H 4.894 -1.100 1.849
H 4.220 -3.423 2.546
H 1.848 -4.116 2.122
H 3.237 0.341 0.813
H -3.926 2.305 -2.033
H -2.939 4.537 -2.604
H -0.514 4.914 -2.040
H 0.737 3.122 -0.985
H -5.076 -1.437 -0.927
H -5.929 -3.699 -0.306
H -4.451 -5.343 0.758
H -2.066 -4.784 1.238
O 5.095 4.439 -0.221
C 4.195 3.655 -0.182
C 3.834 2.625 -1.273
O 4.405 2.460 -2.321
C 2.667 1.930 -0.724
C 2.307 2.404 0.509
O 1.272 1.855 1.100
C 3.181 3.487 0.969
O 3.147 4.119 1.994
O 1.953 0.955 -1.239

Löwdin atomic charge list, values in e, 8 entries: 1.506 -0.029 -0.042 0.001 -0.286 -0.019 -0.083 0.180



No. 2
The following is a DFT calculation (ωB97M-V with the def2-TZVPD basis set) of a structure of composition C20H24N2O5S.

Properties
**E_LUMO**: 0.0001 hartree
**Gap between HOMO and LUMO**: 8.51 eV
**E_tot**: -45163.506 eV
**HOMO**: -8.50 eV

CARTESIAN COORDINATES (ANGSTROEM)
C -2.241 -4.970 0.077
C -1.032 -3.984 0.258
O 0.140 -4.208 0.191
C -1.542 -2.620 0.547
C -2.808 -2.246 0.047
C -3.209 -0.833 0.491
C -2.334 -0.042 1.253
C -1.048 -0.425 1.394
C -0.752 -1.729 1.150
H 0.303 -2.187 1.537
H -0.400 0.396 2.064
O -2.541 1.504 1.253
C -3.531 1.895 0.697
H -4.461 1.626 1.070
H -3.591 3.018 1.212
C -3.497 2.288 -0.572
H -3.322 1.204 -1.171
H -4.353 2.796 -0.959
C -2.066 3.237 -1.086
C -0.953 2.330 -0.678
O -0.841 1.176 -1.368
N -0.088 3.007 0.106
C 1.294 2.563 0.360
C 2.163 3.429 0.951
C 3.498 3.155 0.897
C 3.950 1.674 1.029
C 2.949 0.548 0.587
C 1.701 1.269 0.186
H 0.875 0.334 -0.006
S 3.445 -1.048 0.612
O 4.832 -0.948 0.751
O 2.500 -1.762 1.279
N 3.211 -1.492 -0.996
C 1.860 -2.155 -1.426
H 1.428 -2.623 -0.550
H 2.049 -2.530 -2.190
H 1.230 -1.222 -1.895
C 3.890 -0.737 -1.731
H 4.066 -1.328 -2.861
H 3.219 0.267 -2.209
H 4.920 -0.539 -1.394
H 4.710 1.376 1.552
H 4.109 3.673 1.530
H 1.892 4.278 0.887
H -0.270 3.919 0.176
H -1.989 3.980 -0.440
H -2.104 3.290 -2.038
H -3.982 -0.526 0.150
H -3.526 -2.592 -0.422
H -2.855 -4.709 -0.937
H -3.047 -4.843 0.695
H -1.852 -5.932 -0.058

Löwdin atomic charge list, values in e, 8 entries: 0.010 -0.370 0.100 -0.188 0.103 0.083 -0.096 -0.048



No. 3
The following is a DFT calculation (ωB97M-V with the def2-TZVPD basis set) of an isolated molecule of C4H8O2.

Properties
**E_LUMO**: 0.0356 hartree
**Gap between HOMO and LUMO**: 11.35 eV
**E_tot**: -8373.042 eV
**HOMO**: -10.38 eV
**SMILES string**: CCOC(C)=O

CARTESIAN COORDINATES (ANGSTROEM)
C 0.630 -1.487 -1.635
C -0.052 -0.200 -1.226
O -0.114 -0.178 0.209
C -0.375 1.018 0.764
C -0.355 0.938 2.268
O -0.570 2.024 0.123
H 1.615 -1.561 -1.164
H 0.041 -2.361 -1.340
H 0.764 -1.509 -2.721
H 0.494 0.682 -1.570
H -1.072 -0.133 -1.621
H -0.802 0.005 2.617
H -0.886 1.797 2.681
H 0.683 0.965 2.615

Löwdin atomic charge list, values in e, 8 entries: -0.073 -0.229 -0.020 -0.542 0.017 0.095 0.080 0.078



No. 4
The following is a DFT calculation (ωB97M-V with the def2-TZVPD basis set) of a structure of composition C5H13O5P.

Properties
**E_LUMO (alpha / beta)**: 0.0278 / 0.0278 hartree
**Gap between HOMO and LUMO (alpha / beta)**: 8.36 / 8.36 eV
**E_tot**: -24919.814 eV
**HOMO (alpha / beta)**: -7.61 / -7.61 eV

CARTESIAN COORDINATES (ANGSTROEM)
C -1.030 0.238 2.213
C -2.955 -0.220 -0.688
C 3.026 -0.501 1.261
C 0.482 1.647 -2.135
C -0.707 -0.502 -0.064
O 1.618 -0.981 -1.495
O -0.839 -1.848 0.234
O -1.615 0.123 -0.851
O 1.624 -0.208 1.012
O 1.051 1.502 -0.814
P 1.025 -0.065 -0.461
H -0.037 0.509 2.468
H -1.762 1.033 2.033
H -1.374 -0.710 2.503
H -3.120 -1.220 -0.916
H -3.490 0.423 -1.345
H -3.164 -0.042 0.445
H 3.658 -0.126 0.413
H 3.213 -1.522 1.273
H 3.236 0.007 2.183
H -0.231 2.466 -2.144
H 0.052 0.658 -2.416
H 1.368 1.699 -2.825
H -0.030 -2.361 0.118

Löwdin atomic charge list, values in e, 8 entries: 0.084 -0.054 -0.053 -0.106 -0.400 -0.267 0.006 -0.146



No. 5
The following is a DFT calculation (ωB97M-V with the def2-TZVPD basis set) of a cluster of 3 separate species, C31H37F3N3O12 in total.

Properties
**E_LUMO**: -0.1339 hartree
**Gap between HOMO and LUMO**: 7.81 eV
**E_tot**: -69930.483 eV
**HOMO**: -11.46 eV
**Total charge**: +1

CARTESIAN COORDINATES (ANGSTROEM)
C -4.863 -1.330 -2.385
C -3.770 -0.321 -2.662
C -2.945 -0.518 -3.775
C -1.921 0.373 -4.058
C -1.743 1.488 -3.241
C -2.559 1.699 -2.137
C -2.363 2.920 -1.265
N -2.149 2.586 0.169
C -0.954 2.154 0.552
N -0.628 1.873 1.822
C -0.592 2.942 2.866
C -0.027 4.287 2.440
C 1.490 4.412 2.613
C 1.927 5.840 2.325
O 1.389 6.311 1.077
C 2.339 6.666 0.161
O 3.010 7.625 0.282
N 0.006 1.964 -0.453
C 0.016 0.486 -0.731
O 1.264 2.326 0.086
C 2.325 2.011 -0.821
C 3.468 3.001 -0.591
C 4.004 3.556 -1.908
O 4.486 2.346 0.161
C -3.239 2.747 1.111
F -3.325 1.753 1.970
F -3.110 3.920 1.734
F -4.393 2.807 0.450
C -3.585 0.796 -1.850
H -5.710 -0.858 -1.889
H -5.243 -1.681 -3.344
H -4.483 -2.159 -1.792
H -3.125 -1.384 -4.399
H -1.268 0.258 -4.912
H -0.952 2.201 -3.442
H -3.262 3.526 -1.362
H -1.561 3.554 -1.629
H 0.147 1.226 1.867
H 0.043 2.559 3.665
H -1.574 3.009 3.324
H -0.327 4.626 1.447
H -0.444 5.022 3.136
H 2.038 3.677 2.023
H 1.714 4.202 3.663
H 3.008 5.961 2.392
H 1.505 6.471 3.110
H 2.399 5.998 -0.707
H -1.000 0.098 -0.630
H 0.304 0.282 -1.756
H 0.636 -0.046 -0.011
H 2.017 2.064 -1.865
H 2.760 1.022 -0.648
H 3.083 3.828 0.016
H 3.176 3.807 -2.573
H 4.655 2.841 -2.410
H 4.556 4.483 -1.745
H 5.027 3.025 0.576
H -4.264 0.925 -1.017
C 3.522 -4.566 -0.433
C 3.635 -3.230 -0.419
C 2.569 -2.340 -0.995
O 2.731 -1.128 -0.925
C 1.411 -2.951 -1.601
C 1.293 -4.292 -1.624
C 2.347 -5.186 -1.021
O 2.161 -6.386 -1.059
O 0.264 -4.906 -2.160
O 4.685 -2.606 0.103
H 4.280 -5.216 -0.020
H 0.660 -2.300 -2.028
H 0.423 -5.862 -2.037
H 4.524 -1.650 -0.011
C -0.349 -7.012 1.535
C -1.184 -6.150 0.948
C -2.450 -5.688 1.611
O -3.143 -4.882 1.012
C -2.779 -6.223 2.918
C -1.948 -7.092 3.512
C -0.666 -7.535 2.859
O 0.048 -8.309 3.462
O -2.193 -7.618 4.703
O -0.959 -5.631 -0.265
H 0.566 -7.349 1.065
H -3.701 -5.896 3.377
H -1.440 -8.209 4.901
H -1.720 -5.045 -0.441

Löwdin atomic charge list, values in e, 8 entries: -0.034 -0.251 -0.030 -0.056 -0.063 -0.226 -0.044 0.156



No. 6
The following is a DFT calculation (ωB97M-V with the def2-TZVPD basis set) of an isolated molecule of C4H8N2O.

Properties
**E_LUMO**: 0.0332 hartree
**Gap between HOMO and LUMO**: 10.47 eV
**E_tot**: -9301.755 eV
**HOMO**: -9.57 eV
**SMILES string**: N[C@H]1CC/C1=N\O

CARTESIAN COORDINATES (ANGSTROEM)
N -2.256 -0.360 0.175
C -0.835 -0.522 0.373
C -0.025 -0.877 -0.889
C 1.181 -0.145 -0.334
C 0.160 0.641 0.507
N 0.363 1.831 0.919
O 1.778 1.915 0.466
H -2.627 -1.251 -0.153
H -2.723 -0.159 1.053
H -0.561 -1.243 1.166
H -0.439 -0.281 -1.711
H 0.104 -1.914 -1.181
H 1.857 0.309 -1.068
H 1.813 -0.709 0.361
H 2.210 2.766 0.318

Löwdin atomic charge list, values in e, 8 entries: 0.043 -0.330 -0.147 -0.138 -0.251 0.125 -0.158 0.080